{
  "formula": "C24H19Br4N7O6Zr",
  "method": "ωB97M-V with the def2-TZVPD basis set",
  "elements": ["Zr", "Br", "Br", "Br", "Br", "O", "O", "O", "O", "O", "O", "N", "N", "N", "N", "N", "N", "N", "C", "C", "C", "C", "C", "C", "C", "C", "C", "C", "C", "C", "C", "C", "C", "C", "C", "C", "C", "C", "C", "C", "C", "C", "H", "H", "H", "H", "H", "H", "H", "H", "H", "H", "H", "H", "H", "H", "H", "H", "H", "H", "H"],
  "positions_angstrom": [[0.27, 0.09, 0.55], [2.50, 0.26, -6.64], [3.32, 1.09, -1.12], [1.27, -4.29, 6.22], [4.39, -2.43, 1.89], [-0.36, -2.46, -2.53], [0.28, 1.31, -1.13], [-2.66, -1.18, -1.19], [0.74, -1.37, -0.91], [1.95, -0.55, 1.55], [-1.30, -1.29, 0.59], [-1.68, 1.39, 0.89], [-2.50, 2.80, -0.79], [-0.71, 3.48, 0.50], [-1.45, 1.09, -3.18], [0.88, 2.13, 1.53], [-0.24, -0.42, 2.92], [1.17, 4.45, 1.40], [0.78, 1.11, -2.33], [-1.91, 0.56, -5.48], [-1.59, -1.45, -0.69], [2.63, 0.75, -3.87], [1.86, -1.39, 2.55], [0.46, -2.18, 4.45], [-1.63, 2.49, 0.21], [-1.36, -0.29, 3.60], [-2.29, 0.88, -4.16], [2.12, 1.00, -2.59], [-0.32, -1.85, -1.50], [-0.13, 0.98, -3.44], [-0.75, -2.00, 5.16], [2.56, 4.37, 1.82], [-1.64, -1.05, 4.74], [0.49, 3.30, 1.18], [-0.57, 0.49, -5.77], [0.37, 0.69, -4.74], [0.67, -1.33, 3.35], [2.81, -2.32, 2.90], [0.55, 5.76, 1.32], [1.77, 0.60, -4.92], [1.48, -3.11, 4.75], [2.62, -3.18, 4.00], [-0.96, -2.62, 6.02], [-2.07, 0.44, 3.21], [-3.35, 0.95, -3.92], [1.11, 6.46, 1.93], [-2.43, 0.79, 0.56], [3.06, 5.30, 1.55], [-2.66, 0.39, -6.23], [2.66, 4.22, 2.90], [-2.58, -0.90, 5.26], [3.07, 3.55, 1.30], [-2.15, 3.45, -1.48], [0.54, 6.15, 0.29], [-0.23, 0.25, -6.76], [-2.85, 1.98, -1.26], [3.70, 0.67, -4.01], [-0.73, 4.28, -0.12], [1.73, 2.13, 2.08], [3.38, -3.90, 4.24], [-0.47, 5.73, 1.70]],
  "mulliken_charge": [0.6290, -0.2504, -0.1958, -0.2338, -0.1616, -0.6336, 0.6608, -0.5908, -0.7750, -0.5677, -0.5699, -0.3542, -0.6180, -0.0539, -0.0109, -0.1398, 0.2744, 0.1602, -0.6000, -0.8747, 0.7509, -0.5103, 0.5822, 0.2525, 0.2555, -0.1101, -0.2764, 0.3210, 0.5997, 0.2144, -0.6784, -1.2154, -1.0937, 0.4773, -0.9128, 0.8740, 0.7051, -0.4127, -1.1694, -0.0614, -0.0239, -0.3500, 0.3514, 0.4541, 0.3792, 0.4488, 0.3112, 0.4390, 0.3990, 0.3083, 0.4090, 0.3954, 0.2732, 0.3166, 0.3275, 0.2314, 0.4493, 0.2351, 0.1287, 0.4334, 0.3970],
  "e_above_lowest_kj_mol": 122.93,
  "homo_energy_ev": -7.87,
  "lumo_ev": -0.28
}